1.
Formula: FHN2O3
Source: the OMol25 dataset
Level of theory: ωB97M-V with the def2-TZVPD basis set

Each line ends with the natural charge from an NBO analysis.
Atoms and positions in Å:
N  -0.051  0.944  0.435  0.601
N  0.157  -0.569  0.441  0.054
O  0.418  1.508  -0.486  -0.335
O  -0.635  1.314  1.386  -0.319
O  0.928  -0.886  -0.534  -0.432
F  -1.810  -0.451  -0.625  -0.080
H  0.994  -1.860  -0.617  0.512

Values from the calculation:
- Kohn-Sham gap (spin up / spin down) (eV) = 10.7228 / 6.8420
- multiplicity = 3
- total charge = 0
- LUMO (spin up / spin down) (eV) = 0.4 / -4.4

=====

2.
Formula: C44H54BF4IrNO3P3S
Source: the OMol25 dataset
Level of theory: ωB97M-V with the def2-TZVPD basis set

Each line ends with the Mulliken spin population.
Atoms and positions in Å:
Ir  -1.113  -0.218  0.044  1.562
C  -2.257  -3.252  -2.206  0.080
C  -1.767  -2.090  -3.056  -0.022
C  -1.310  -2.631  -4.412  0.012
P  -0.607  -0.881  -2.263  0.441
C  -0.557  0.497  -3.522  0.005
C  -1.869  0.698  -4.286  0.011
C  0.610  0.487  -4.508  0.009
C  1.079  -1.550  -2.134  0.057
C  1.717  -2.154  -3.200  -0.010
C  2.951  -2.788  -3.075  0.116
C  3.597  -3.450  -4.251  -0.005
C  3.539  -2.843  -1.812  -0.060
C  2.946  -2.253  -0.727  0.193
C  1.727  -1.538  -0.859  0.100
N  1.100  -0.941  0.180  0.531
C  1.685  -0.834  1.445  -0.033
C  3.012  -0.460  1.648  0.122
C  3.522  -0.353  2.931  -0.034
C  2.734  -0.615  4.044  0.053
C  3.285  -0.523  5.437  0.001
C  1.392  -0.933  3.837  -0.019
C  0.846  -1.022  2.566  -0.073
P  -0.929  -1.291  2.243  0.444
C  -1.115  -3.119  2.388  -0.045
C  -0.989  -3.642  3.817  0.013
C  -2.355  -3.674  1.684  0.037
C  -1.836  -0.611  3.702  0.015
C  -1.702  0.891  3.921  0.008
C  -3.315  -1.000  3.608  0.035
H  -3.043  -3.765  -2.765  0.001
H  -2.673  -2.923  -1.254  -0.016
H  -1.463  -3.960  -1.999  -0.003
H  -2.623  -1.421  -3.202  0.007
H  -0.609  -3.454  -4.266  0.001
H  -0.847  -1.888  -5.060  -0.001
H  -2.176  -3.034  -4.941  0.001
H  -0.439  1.376  -2.896  0.002
H  -2.002  -0.049  -5.070  0.000
H  -1.823  1.675  -4.774  0.001
H  -2.742  0.696  -3.642  -0.001
H  0.499  -0.289  -5.267  0.000
H  1.576  0.355  -4.026  -0.001
H  0.626  1.447  -5.027  -0.001
H  1.242  -2.159  -4.171  0.002
H  2.976  -3.374  -5.141  -0.001
H  3.771  -4.507  -4.046  0.011
H  4.566  -2.997  -4.472  0.013
H  4.450  -3.411  -1.672  0.004
H  3.364  -2.409  0.252  -0.006
H  3.637  -0.223  0.799  -0.001
H  4.554  -0.056  3.066  0.002
H  4.345  -0.279  5.427  0.000
H  3.161  -1.466  5.969  0.003
H  2.768  0.245  6.016  0.003
H  0.758  -1.085  4.703  0.000
H  -0.242  -3.462  1.840  -0.005
H  -1.852  -3.386  4.433  0.000
H  -0.085  -3.287  4.314  -0.002
H  -0.925  -4.731  3.778  0.002
H  -3.206  -3.741  2.362  0.003
H  -2.127  -4.673  1.311  0.001
H  -2.647  -3.069  0.826  -0.017
H  -1.411  -1.130  4.568  0.008
H  -1.897  1.453  3.007  -0.009
H  -0.723  1.168  4.310  0.000
H  -2.444  1.204  4.658  0.001
H  -3.462  -2.074  3.535  0.002
H  -3.790  -0.527  2.751  -0.007
H  -3.823  -0.656  4.511  -0.001
O  -5.111  1.281  -0.408  0.018
S  -3.692  1.366  -0.240  0.020
O  -2.889  0.868  -1.375  0.093
O  -3.165  0.781  1.009  0.102
C  -3.232  3.075  -0.097  -0.016
C  -4.249  4.011  -0.152  -0.003
C  -3.972  5.357  0.043  0.001
C  -2.676  5.750  0.315  0.001
C  -1.660  4.805  0.360  0.008
C  -1.901  3.452  0.136  0.002
P  -0.467  2.274  0.122  0.237
C  0.481  2.790  -1.354  0.006
C  1.727  2.186  -1.520  0.019
C  2.567  2.587  -2.542  -0.015
C  2.166  3.585  -3.423  0.007
C  0.918  4.168  -3.280  -0.005
C  0.076  3.777  -2.245  0.012
C  0.704  2.970  1.355  0.004
C  0.912  2.288  2.541  0.001
C  1.806  2.759  3.495  0.004
C  2.519  3.918  3.258  0.001
C  2.352  4.593  2.053  0.001
C  1.463  4.120  1.108  0.007
H  -5.257  3.665  -0.330  0.000
H  -4.769  6.087  0.001  0.000
H  -2.444  6.792  0.494  0.000
H  -0.662  5.145  0.581  0.000
H  2.044  1.406  -0.836  0.007
H  3.534  2.115  -2.658  -0.001
H  2.824  3.898  -4.222  0.001
H  0.593  4.935  -3.971  0.000
H  -0.897  4.238  -2.145  0.001
H  0.377  1.371  2.720  -0.001
H  1.944  2.205  4.414  -0.002
H  3.218  4.290  3.996  0.000
H  2.929  5.484  1.845  0.000
H  1.397  4.627  0.154  0.001
F  -0.211  -3.507  -0.245  -0.059
B  0.660  -4.634  -0.236  0.007
F  -0.067  -5.747  0.161  0.000
F  1.189  -4.803  -1.515  -0.003
F  1.682  -4.369  0.702  0.003

Values from the calculation:
- Kohn-Sham gap (spin up / spin down) (eV) = 7.4991 / 6.9138
- multiplicity = 5
- total charge = 0
- LUMO (spin up / spin down) (eV) = 0.2 / -1.9

=====

3.
Formula: C38H39FeN6O3S
Source: the OMol25 dataset
Level of theory: ωB97M-V with the def2-TZVPD basis set

Each line ends with the Mulliken spin population.
Atoms and positions in Å:
Fe  -0.069  0.450  0.890  3.679
C  0.322  3.483  -2.558  0.000
O  1.525  3.303  -1.752  0.002
C  1.134  2.632  -0.676  -0.002
N  -0.065  2.205  -0.611  0.044
C  -0.727  2.579  -1.868  -0.003
C  -2.065  3.252  -1.689  -0.002
C  -2.502  3.700  -0.451  -0.002
C  -3.725  4.348  -0.335  0.000
C  -4.513  4.558  -1.455  0.000
C  -4.075  4.119  -2.699  0.000
C  -2.858  3.467  -2.813  0.000
C  2.120  2.383  0.401  0.000
C  3.470  2.681  0.335  -0.007
C  4.245  2.378  1.441  0.004
C  3.660  1.845  2.580  -0.003
C  2.300  1.590  2.556  0.013
N  1.565  1.817  1.469  0.032
C  1.521  1.112  3.724  -0.016
N  0.262  0.963  3.709  0.024
C  -0.139  0.633  5.089  -0.002
C  1.209  0.376  5.799  0.000
O  2.196  0.892  4.860  0.000
C  -1.126  -0.507  5.174  0.005
C  -1.059  -1.583  4.291  0.002
C  -1.979  -2.620  4.386  0.001
C  -2.956  -2.600  5.371  0.000
C  -3.011  -1.540  6.266  0.000
C  -2.104  -0.495  6.163  0.001
H  0.555  3.200  -3.580  0.000
H  0.054  4.537  -2.510  0.000
H  -0.874  1.660  -2.444  0.003
H  -1.882  3.549  0.421  0.002
H  -4.062  4.689  0.635  0.000
H  -5.465  5.063  -1.363  0.000
H  -4.686  4.280  -3.578  0.000
H  -2.527  3.116  -3.786  0.000
H  3.895  3.130  -0.552  0.000
H  5.308  2.577  1.426  0.000
H  4.238  1.640  3.469  0.000
H  -0.620  1.525  5.502  0.000
H  1.410  -0.684  5.947  0.000
H  1.326  0.920  6.731  0.000
H  -0.267  -1.621  3.547  -0.004
H  -1.919  -3.450  3.693  0.000
H  -3.669  -3.410  5.448  0.000
H  -3.767  -1.522  7.040  0.000
H  -2.165  0.341  6.852  0.000
S  1.411  -1.532  1.602  0.060
C  0.185  -2.311  0.695  0.014
C  0.151  -3.694  0.416  0.002
C  -0.859  -4.208  -0.357  0.002
C  -1.849  -3.351  -0.864  0.000
C  -1.757  -2.019  -0.549  0.014
N  -0.779  -1.504  0.217  0.001
H  0.937  -4.320  0.816  -0.001
H  -0.889  -5.267  -0.578  0.000
H  -2.653  -3.715  -1.487  0.000
H  -2.478  -1.315  -0.958  0.004
N  -3.262  0.606  1.265  0.009
N  -1.972  0.649  1.889  0.108
H  -3.950  0.283  1.936  0.001
H  -3.222  -0.078  0.520  0.002
H  -1.856  -0.108  2.566  -0.023
H  -1.924  1.509  2.428  0.007
C  3.484  -3.643  -6.200  0.000
C  2.825  -2.830  -5.125  0.000
C  3.540  -2.389  -4.020  0.000
C  2.949  -1.647  -3.007  0.003
C  3.795  -1.216  -1.842  -0.001
C  1.577  -1.337  -3.120  -0.007
C  0.884  -0.591  -2.083  -0.006
O  1.400  -0.128  -1.075  0.044
C  0.832  -1.779  -4.237  0.000
C  -0.637  -1.478  -4.409  0.000
C  1.471  -2.512  -5.218  0.000
H  4.559  -3.712  -6.046  0.000
H  3.305  -3.207  -7.184  0.000
H  3.078  -4.656  -6.216  0.000
H  4.593  -2.633  -3.941  0.000
H  4.808  -1.598  -1.965  0.000
H  3.389  -1.568  -0.893  0.001
H  3.838  -0.128  -1.771  0.000
H  -0.200  -0.472  -2.227  -0.005
H  -1.237  -1.882  -3.592  0.000
H  -0.999  -1.925  -5.332  0.000
H  -0.833  -0.404  -4.470  0.000
H  0.906  -2.851  -6.079  0.000

Values from the calculation:
- Kohn-Sham gap (spin up / spin down) (eV) = 7.0315 / 6.9681
- multiplicity = 5
- total charge = +1
- LUMO (spin up / spin down) (eV) = -2.9 / -2.9

=====

What are the ΔE to the lowest compared entry with this formula, charge and spin values for these records? In order: 61.6; 0.0; 3.6 kcal/mol.
What are the calculated total energy values for these records? In order: -11846.665; -107231.104; -100341.361 eV.
What are the strongest force on any atom values for these records? In order: 0.0565; 0.0135; 0.0106 hartree/bohr.